The following is a DFT calculation (the ωB97M-V functional and the def2-TZVPD basis) of C11H13N3 as an isolated structure in a non-equilibrium geometry.

## Properties
**Energy**: -16078.6080 eV
**ΔE to the lowest compared entry with this formula, charge and spin**: 212.6 kcal per mole
**Kohn-Sham gap**: 0.3226 Eh

```
! RIJCOSX wB97M-V def2-TZVPD def2/J DEFGRID3
* xyz 0 1
C -2.46 -0.85 0.72
C -1.72 -0.81 -0.66
C 0.75 -0.78 -0.33
C 1.91 -0.18 0.05
C 2.99 -0.75 0.76
C 2.01 -2.65 -0.20
C 0.82 -2.20 -0.45
C -0.11 1.60 0.99
C -0.38 2.97 0.98
C -0.32 3.30 -0.50
C -0.57 2.11 -1.32
H -2.63 0.29 1.00
H -3.24 -1.53 0.03
H -2.12 -1.50 1.39
H -1.52 -1.77 -1.25
H -2.56 -0.16 -1.14
H 1.85 0.91 -0.15
H 3.95 -0.46 1.66
H 2.13 -3.82 -0.14
H 0.18 -2.91 -0.93
H 0.08 0.82 1.89
H -0.05 3.43 2.02
H -0.35 4.27 -1.25
H -0.99 1.96 -2.48
N -0.35 -0.16 -0.86
N 2.99 -2.23 0.53
N -0.33 1.13 -0.36
*
```

These are the natural (NBO) partial charges, in e, on atoms 1 to 2:
1 C -0.62
2 C -0.25